Here is one molecule with the formula C9H7BrOS2 from the Open Molecules 2025 dataset. Energies are from wB97M-V/def2-TZVPD.

Values from the calculation:
orbital gap	7.92	eV
energy above the lowest of the compared OMol25 structures with the same formula, charge and spin	26.68	kcal per mole
net charge	0
multiplicity	1
electronic energy	-3792.66970	Eh
HOMO level	-8.96	eV
SMILES	O=C/C(Br)=C\[C@H]1S[C@@H]1c1cccs1

Structure (XYZ):
```
20
Properties=species:S:1:pos:R:3:forces:R:3
C 3.2290 0.0896 0.2085 0.79 -1.15 0.01
C 1.9688 -0.3273 0.7563 0.55 0.78 -0.78
C 3.3208 -0.1707 -1.1145 0.93 0.31 -2.34
C 1.0980 -0.7645 -0.2116 0.85 0.13 0.75
C -1.1159 0.1967 0.2500 -3.12 -2.15 0.15
C -2.5883 0.4786 0.0192 -0.75 -3.38 -1.56
C -3.6385 -1.7329 -0.6098 -2.69 -1.08 -1.09
C -0.3278 -1.0241 0.0486 -0.78 -2.37 0.02
C -3.6598 -0.3889 -0.2927 1.44 6.34 2.26
O -2.6487 -2.3397 -0.8108 1.90 -2.22 -0.34
S 1.8368 -0.8011 -1.7675 0.33 0.26 0.34
S -0.7788 -0.6952 1.8072 -0.25 -0.05 -0.35
Br -5.5078 0.3358 -0.2413 1.31 -0.20 -0.13
H 4.1766 0.2947 0.7134 -0.72 0.38 0.35
H 1.6876 -0.1733 1.7856 0.05 -0.20 -0.04
H 4.2103 0.0023 -1.8409 -1.75 -0.41 1.59
H -0.5397 1.0038 0.0433 1.54 2.72 -0.09
H -2.6650 1.5257 -0.0442 -1.08 1.17 0.41
H -4.6734 -2.0854 -0.8429 0.45 -0.66 0.24
H -0.8328 -1.9660 -0.3591 0.99 1.79 0.61
```
Forces are in eV/Å.